i) ORCA calculation (wB97M-V/def2-TZVPD) on CH8N5 as an isolated structure.

Output
* LUMO level: -4.115 eV
* HOMO level: -0.517 hartree

The geometry in ORCA input format:
```
! wB97M-V def2-TZVPD RIJCOSX def2/J DEFGRID3
* xyz 1 1
C 0.9558 1.0391 0.8147
N 1.8031 -0.6981 -0.2564
N 1.3739 0.5647 -0.2817
N -0.2122 -1.4968 0.2679
N -0.6969 -0.5412 0.7076
N -1.8689 0.3985 -0.3162
H 0.3545 1.9666 0.7258
H 1.1226 0.6763 1.9681
H 2.3093 -1.1366 -0.9882
H -0.0290 -1.9176 -0.5359
H 2.2683 -0.9383 0.6051
H -2.5881 -0.3051 -0.3596
H -1.7973 1.1600 0.2604
H -1.3698 0.6591 -1.1612
*
```

***

ii) ORCA calculation (wB97M-V/def2-TZVPD) on a 2-piece molecular cluster, CH8N5 overall.

Output
* LUMO level: -5.433 eV
* HOMO level: -0.506 hartree

The geometry in ORCA input format:
```
! wB97M-V def2-TZVPD RIJCOSX def2/J DEFGRID3
* xyz 1 1
C -0.2774 1.0762 -0.7803
N -0.4212 0.2004 0.4212
N -0.1647 0.3669 -1.8094
N -0.1913 2.3845 -0.6893
N -0.8364 -1.7033 1.4607
N -0.4847 -1.0745 0.4068
H -0.2574 0.6651 1.3305
H 2.1171 -1.3430 0.7150
H -0.0179 0.7514 -2.7710
H -0.1163 2.9496 -1.5652
H 0.2075 2.7496 0.1163
H -0.7969 -1.3094 2.4973
H -1.0635 -2.6899 1.4379
H 1.4092 -1.6179 0.7034
*
```

***

So which one is most stable? That would be ii), about 1.493 eV below the next structure.

***

i) ORCA calculation (wB97M-V/def2-TZVPD) on a single CH5BO2 molecule.

Output
* SMILES: CB(O)O
* LUMO level: 0.518 eV
* HOMO level: -0.417 hartree

The geometry in ORCA input format:
```
! wB97M-V def2-TZVPD RIJCOSX def2/J DEFGRID3
* xyz 0 1
C 0.1533 -0.9800 -0.5216
B 0.0151 0.4328 0.1467
O -1.2220 1.0859 0.3991
O 1.1400 1.0698 0.6042
H -0.3857 -1.8337 -0.1324
H 1.2486 -1.1311 -0.3302
H 0.0082 -1.0116 -1.5318
H -2.0169 0.5275 0.1557
H 1.0596 1.8404 1.2101
*
```

***

ii) ORCA calculation (wB97M-V/def2-TZVPD) on a single CH5BO2 molecule.

Output
* SMILES: CB(O)O
* LUMO level: 0.477 eV
* HOMO level: -0.411 hartree

The geometry in ORCA input format:
```
! wB97M-V def2-TZVPD RIJCOSX def2/J DEFGRID3
* xyz 0 1
C 0.1932 0.7273 0.8621
B -0.2363 -0.1852 -0.3104
O -1.5855 -0.4286 -0.5742
O 0.7397 -0.8785 -1.0164
H 1.2745 0.6374 0.8606
H -0.2823 0.2717 1.7445
H -0.1502 1.7450 0.7228
H -1.6608 -0.9958 -1.3670
H 1.7078 -0.8934 -0.9221
*
```

***

So which one is most stable? That would be ii), about 0.057 eV below the next structure.

***

i) ORCA calculation (wB97M-V/def2-TZVPD) on a 2-piece molecular cluster, C14H16O2 overall.

Output
* SMILES: Cc1ccc(O)cc1.Cc1ccc(O)cc1
* LUMO level: 0.751 eV
* HOMO level: -0.294 hartree

The geometry in ORCA input format:
```
! wB97M-V def2-TZVPD RIJCOSX def2/J DEFGRID3
* xyz 0 1
C -0.7818 -1.5591 0.7745
C 0.7123 -1.4219 0.6235
C 1.3011 -1.7234 -0.6219
C 2.6703 -1.5593 -0.7119
C 3.3438 -0.7992 0.2270
O 4.6240 -0.4173 -0.0043
C 2.7944 -0.5951 1.5189
C 1.4214 -0.7285 1.6380
H -1.1735 -2.5565 0.9495
H -1.2476 -1.1468 -0.1320
H -1.0603 -1.0365 1.6945
H 0.6582 -1.9303 -1.4583
H 3.2223 -2.1423 -1.4485
H 4.9054 -0.4551 -0.9214
H 3.4595 -0.2256 2.3116
H 0.9036 -0.3906 2.5464
C -1.2289 1.8864 2.2288
C -1.7048 1.4338 0.8419
C -2.9832 0.9511 0.5821
C -3.2532 0.5879 -0.7259
C -2.3166 0.6384 -1.7348
O -2.4875 0.2076 -2.9975
C -1.0683 1.3359 -1.4774
C -0.7852 1.7688 -0.1670
H -2.0262 2.4922 2.6776
H -0.2966 2.4429 2.1130
H -1.0595 0.9906 2.8171
H -3.7132 0.9658 1.4324
H -4.2773 0.2411 -0.7878
H -3.4052 0.0774 -3.2873
H -0.5959 1.8229 -2.3336
H 0.2585 1.6967 0.0607
*
```

***

ii) ORCA calculation (wB97M-V/def2-TZVPD) on a 2-piece molecular cluster, C14H16O2 overall.

Output
* SMILES: Cc1ccc(O)cc1.Cc1ccc(O)cc1
* LUMO level: 0.773 eV
* HOMO level: -0.303 hartree

The geometry in ORCA input format:
```
! wB97M-V def2-TZVPD RIJCOSX def2/J DEFGRID3
* xyz 0 1
C 0.4260 -2.7190 2.6795
C -0.5998 -1.6231 2.7820
C -0.2438 -0.3202 2.4611
C -1.2029 0.6805 2.2962
C -2.5301 0.3448 2.4491
O -3.4525 1.3446 2.2452
C -2.9271 -0.9279 2.8292
C -1.9480 -1.8821 3.0272
H 0.6022 -2.9085 1.6257
H 0.0687 -3.6450 3.1309
H 1.3895 -2.4655 3.1185
H 0.7868 -0.0745 2.2961
H -0.8536 1.6730 2.0462
H -4.3413 0.9596 2.2648
H -3.9691 -1.1365 3.0006
H -2.1406 -2.8780 3.4125
C 0.3520 2.0767 -4.5817
C 0.9517 1.3294 -3.4159
C 0.0721 0.8400 -2.4420
C 0.5468 0.3314 -1.2461
C 1.9208 0.2787 -1.0683
O 2.3366 -0.2193 0.1433
C 2.8083 0.6083 -2.0695
C 2.3159 1.1671 -3.2474
H 1.0853 2.2689 -5.3692
H -0.0533 3.0342 -4.2861
H -0.4206 1.4752 -5.0733
H -0.9808 0.8755 -2.6744
H -0.1095 -0.1151 -0.5263
H 3.2996 -0.1921 0.1888
H 3.8677 0.4476 -1.8850
H 2.9433 1.3711 -4.1117
*
```

***

So which one is most stable? That would be ii), about 1.911 eV below the next structure.

***

i) ORCA calculation (wB97M-V/def2-TZVPD) on a 5-piece molecular cluster, C6H19NO4 overall.

Output
* SMILES: C=C/C=C(\C)NC.O.O.O.O
* LUMO level: 0.429 eV
* HOMO level: -0.286 hartree

The geometry in ORCA input format:
```
! wB97M-V def2-TZVPD RIJCOSX def2/J DEFGRID3
* xyz 0 1
C 2.6172 1.3605 -0.1701
C 1.4435 1.8947 0.1865
C 0.1475 1.2185 0.2028
C -0.1060 -0.0163 0.7125
C 0.8975 -0.8917 1.3716
N -1.4333 -0.4459 0.7114
C -1.7208 -1.8276 1.0870
H 3.5373 1.9235 -0.1781
H 2.7153 0.3203 -0.4505
H 1.3929 2.9491 0.4624
H -0.6732 1.8149 -0.1871
H 0.5517 -1.2484 2.3433
H 1.1063 -1.7537 0.7499
H 1.8375 -0.3604 1.5042
H -1.9612 -0.1242 -0.0808
H -1.1679 -2.5847 0.5258
H -2.7822 -2.0323 0.9313
H -1.5212 -1.9689 2.1481
O -1.5383 -0.2444 -2.2437
H -0.8250 0.4165 -2.4299
H -2.0636 -0.2803 -3.0362
O -1.0109 1.3089 3.3637
H -1.4095 0.7845 2.6494
H -0.2572 1.7289 2.9554
O 0.1360 -2.3507 -1.5803
H 0.4645 -2.6342 -2.4329
H -0.5287 -1.6431 -1.7520
O 0.5153 1.4071 -2.7821
H 0.4334 2.2762 -2.3513
H 1.2030 1.0032 -2.2303
*
```

***

ii) ORCA calculation (wB97M-V/def2-TZVPD) on a 4-piece molecular cluster, C6H19NO4 overall.

Output
* SMILES: CCCCNC(C)=O.O.O.O
* LUMO level: 0.643 eV
* HOMO level: -0.367 hartree

The geometry in ORCA input format:
```
! wB97M-V def2-TZVPD RIJCOSX def2/J DEFGRID3
* xyz 0 1
C -0.3106 -2.0351 -1.6300
C -0.1421 -0.5242 -2.1085
C 1.2024 0.1527 -1.7808
C 1.3989 0.5909 -0.2761
N 0.1546 0.7137 0.4524
C -0.6952 1.7654 0.2347
C -0.0622 3.0514 -0.2815
O -1.9045 1.6923 0.4337
H 0.6631 -2.5364 -1.8505
H -0.9556 -2.5416 -2.3582
H -0.8994 -2.0673 -0.6993
H -0.2424 -0.6267 -3.2505
H -0.9876 0.1535 -2.0106
H 2.0927 -0.3674 -2.1014
H 1.2615 1.0172 -2.4474
H 2.1115 -0.1396 0.1451
H 1.9292 1.6010 -0.4831
H -0.1948 -0.2215 0.6918
H -0.8510 3.8112 -0.2984
H 0.3920 2.8332 -1.2140
H 0.7842 3.4108 0.3181
O 0.2105 -0.5568 3.2413
H 0.6840 0.2220 2.9235
H -0.7116 -0.2694 3.0129
O -2.2668 -0.5437 1.8461
H -2.2454 0.2078 1.2025
H -3.1206 -0.7519 2.2255
O 1.0304 -2.8464 1.7134
H 1.4443 -2.8764 2.5899
H 0.2305 -2.3185 1.7592
*
```

***

So which one is most stable? That would be ii), about 0.395 eV below the next structure.

***

i) ORCA calculation (wB97M-V/def2-TZVPD) on a 2-piece molecular cluster, C6H15O2 overall.

Output
* LUMO level: 2.602 eV
* HOMO level: -0.075 hartree

The geometry in ORCA input format:
```
! wB97M-V def2-TZVPD RIJCOSX def2/J DEFGRID3
* xyz -1 1
C -0.2926 -1.4817 -2.0773
O 0.6059 -1.2216 -3.0655
C -0.0611 -0.5187 -0.8279
C -1.3510 -0.0311 -0.1765
C -1.4932 -0.6381 1.2222
C -1.4950 1.4965 -0.1937
C -1.6224 2.0858 -1.6038
H -1.3428 -1.3588 -2.4584
H -0.1008 -2.4872 -1.6486
H 0.6997 -0.9368 -0.1798
H 0.5720 0.2784 -1.2747
H -2.2244 -0.3291 -0.7914
H -2.2829 -0.1211 1.7734
H -1.7036 -1.7086 1.1899
H -0.5994 -0.4351 1.8254
H -0.7132 2.1253 0.2418
H -2.4074 1.6083 0.4322
H -0.8415 1.7225 -2.2833
H -1.5434 3.1771 -1.5838
H -2.5938 1.8214 -2.0450
H 4.3257 0.0530 5.9669
H 4.3122 0.1916 4.5112
O 4.9390 0.0673 5.2425
*
```

***

ii) ORCA calculation (wB97M-V/def2-TZVPD) on a 2-piece molecular cluster, C6H15O2 overall.

Output
* LUMO level: 3.524 eV
* HOMO level: -0.091 hartree

The geometry in ORCA input format:
```
! wB97M-V def2-TZVPD RIJCOSX def2/J DEFGRID3
* xyz -1 1
C 0.5549 -2.4077 -0.1231
O 1.6506 -3.0947 0.0782
C 0.8457 -0.5685 0.0621
C -0.1907 0.1787 0.9324
C -1.4737 0.1540 0.1859
C -1.4010 0.8902 -1.1949
C -1.5041 2.4995 -1.0216
H -0.2431 -2.7493 0.4990
H 0.0829 -2.3732 -1.1262
H 1.3259 -0.4981 -0.9193
H 1.6379 -0.7642 0.6173
H -0.0597 -0.0085 1.9020
H -0.1114 1.3348 0.9052
H -2.0358 -0.7998 -0.0740
H -2.2254 0.4834 0.8780
H -2.1871 0.4972 -1.7819
H -0.3778 0.6367 -1.5704
H -1.9378 2.6184 -0.0320
H -0.5260 3.0671 -0.9417
H -1.9529 2.9358 -1.8822
H 3.3759 0.0223 1.1403
H 3.0971 -1.4380 1.7148
O 3.6558 -0.6161 1.7522
*
```

***

So which one is most stable? That would be i), about 2.143 eV below the next structure.

***

i) ORCA calculation (wB97M-V/def2-TZVPD) on an isolated ion of composition C3H8NO2 and charge +1.

Output
* LUMO level (spin up / spin down): -3.478 / -6.848 eV
* HOMO level (spin up / spin down): -0.445 / -0.563 hartree

The geometry in ORCA input format:
```
! wB97M-V def2-TZVPD RIJCOSX def2/J DEFGRID3
* xyz 1 3
C -1.7499 -1.2011 0.0570
C -0.8941 -0.0824 -0.4283
C 1.0560 1.0435 0.7861
N 0.4928 -0.1076 0.0440
O -1.4260 -0.9522 1.3168
O -1.2017 1.1840 -0.6640
H -2.8363 -1.0528 -0.1848
H -1.5207 -2.2690 -0.4404
H 0.7378 1.9797 0.2488
H 0.7647 1.1158 1.8358
H 2.1942 0.8716 0.6356
H 0.7838 -0.9311 0.7126
H 1.0579 -0.2528 -0.7636
H -2.0176 1.3591 -1.1976
*
```

***

ii) ORCA calculation (wB97M-V/def2-TZVPD) on a 2-piece molecular cluster, C3H8NO2 overall.

Output
* LUMO level (spin up / spin down): -4.785 / -6.422 eV
* HOMO level (spin up / spin down): -0.402 / -0.567 hartree

The geometry in ORCA input format:
```
! wB97M-V def2-TZVPD RIJCOSX def2/J DEFGRID3
* xyz 1 3
C 0.6387 2.6214 1.9885
C 0.1665 -0.6799 -1.0293
C -0.1933 -1.7085 -0.0481
N -0.7098 -0.1701 -1.8571
O 0.9251 1.8390 1.0976
O 0.0429 1.0007 0.6985
H 1.4689 3.1590 2.3132
H -0.3531 2.8670 2.4290
H 1.2467 -0.5975 -1.0549
H -0.4915 -1.2169 0.8251
H 0.5431 -2.4067 0.0685
H -1.1263 -2.2759 -0.4009
H -1.7221 -0.2483 -1.7616
H -0.3461 0.5080 -2.4966
*
```

***

So which one is most stable? That would be i), about 2.467 eV below the next structure.